{
  "formula": "C2H8N3",
  "method": "the ωB97M-V functional and the def2-TZVPD basis",
  "species": ["H", "H", "H", "H", "N", "H", "C", "N", "H", "C", "N", "H", "H"],
  "coordinates": [[2.569, -0.681, -1.528], [1.901, 1.437, -1.185], [-0.272, -0.519, 1.708], [-1.481, 1.959, -0.446], [1.731, -0.528, -0.974], [-0.310, -1.747, 0.460], [-0.910, -0.940, 0.869], [-0.949, 0.134, -0.181], [1.184, -1.351, -0.683], [1.326, 0.622, -0.758], [-1.394, 1.212, 0.268], [-1.517, 1.691, 1.214], [-1.879, -1.290, 1.237]],
  "forces_ev_per_angstrom": [[0.1, -0.6, 0.0], [0.4, 0.0, -0.1], [-1.1, -0.6, -0.5], [0.0, -0.8, 0.3], [1.3, -2.6, -1.0], [-0.5, -0.3, 0.0], [2.5, 1.3, 0.7], [-0.3, -0.4, 1.4], [0.7, 0.4, -0.3], [-2.5, 2.0, 1.3], [-1.2, 3.2, -0.5], [0.5, -2.0, -0.7], [0.0, 0.4, -0.5]],
  "lowdin_charge": [0.133, 0.063, 0.115, 0.158, 0.068, 0.059, -0.045, -0.023, 0.101, 0.019, 0.050, 0.197, 0.106],
  "e_tot_ha": -244.8503,
  "relative_energy_kcal_mol": 136.4,
  "charge": 1,
  "orbital_gap_ev": 7.68
}